[1]
9 unconnected molecules or ions with the total composition C50H37F2NO18P. Source: OMol25; level of theory: ωB97M-V with the def2-TZVPD basis set.

Total charge: -1
HOMO level in eV: -3.92
Frontier orbital gap in eV: 3.28
Spin multiplicity: 1
DFT total energy in eV: -105508.304

Cartesian coordinates (Å):
P 0.0202 5.5398 0.9346
F -3.0353 3.1189 1.9656
F -0.4613 2.1373 -0.0993
O 0.0829 2.3455 1.9648
O 2.1895 -0.2851 5.2858
O 0.9862 13.3220 -0.2387
O 3.9163 4.0311 1.1902
O 4.6376 -1.1776 0.5494
O -0.2106 -0.5576 -5.6445
O -3.0957 -0.5871 5.4702
O -4.4465 0.7758 -0.6434
O -2.1400 -9.5846 1.3039
O -5.3473 -2.3961 3.5073
O -4.9619 -4.2843 -0.8544
O -0.4683 4.0626 -3.0779
O -5.6567 -9.5359 -0.9032
O -2.1971 4.8961 2.9076
O 11.1291 0.6400 -4.3563
O -0.0896 8.1332 -0.2533
O 6.2595 1.8780 -2.6769
O -1.3318 -14.0775 -1.3821
N -1.1412 4.0591 1.0653
C 7.9999 0.2881 -2.7215
C 0.7394 12.1298 -0.2430
C -5.9563 -7.4845 -2.0207
C -2.0778 4.1278 2.0533
C -5.7813 -6.1653 -2.0096
C -5.1602 -2.1883 1.1723
C 0.9775 -0.3525 5.3271
C -0.3062 10.2062 -1.3506
C -4.6400 0.5759 1.6976
C 9.2238 -0.0207 -3.1431
C -1.0339 -1.3850 6.2832
C -5.4971 -8.3297 -0.8927
C 0.1270 0.5131 4.4771
C -4.8361 -7.6527 0.2474
C -2.8089 -10.9845 -0.4647
C -0.2699 0.5043 -5.0549
C 4.0760 2.8398 1.0458
C -4.9323 -1.3955 0.1275
C -0.0332 11.5102 -1.3442
C 4.9943 2.3100 0.0070
C 3.3667 1.8528 1.8975
C -4.6535 0.0531 0.3085
C 4.4687 0.0186 0.6998
C -2.6059 -12.1128 -1.1409
C -1.2006 0.4366 4.5265
C 0.6744 0.8327 -3.9623
C 10.0141 0.9224 -3.9702
C -0.6623 -12.6761 0.3859
C -1.3575 2.6802 -4.7584
C -4.6598 -6.3338 0.2582
C -5.1199 -5.4871 -0.8683
C 7.3748 1.5911 -3.0604
C 5.1765 1.0020 -0.1533
C 0.2936 -1.3088 6.2344
C -5.1435 -1.6638 2.5584
C -0.8653 -11.5483 1.0622
C -1.9545 -10.6147 0.6882
C 1.1986 11.2448 0.8509
C -0.4752 2.8423 1.0697
C 9.3896 2.2236 -4.3088
C -1.8845 -0.5183 5.4319
C 0.1528 9.3177 -0.2545
C -4.8680 -0.2204 2.7383
C 3.5515 0.5440 1.7368
C -1.2915 1.5189 -5.4038
C 0.9263 9.9404 0.8469
C 8.1659 2.5336 -3.8879
C -1.5174 -13.0473 -0.7683
C -0.4099 3.0094 -3.6634
C 0.6106 1.9944 -3.3134
H 1.7627 11.7158 1.6462
H -0.2525 -11.2612 1.9074
H 1.1906 4.6457 0.7848
H -1.9728 1.2614 -6.2051
H 5.5011 3.0432 -0.6062
H -3.5986 -10.2907 -0.7199
H -1.1268 6.4199 1.0540
H 1.4134 0.0781 -3.7241
H -3.2196 -12.3992 -1.9855
H -6.4373 -7.9979 -2.8437
H -1.5516 -2.0753 6.9375
H 5.8373 0.5999 -0.9005
H 7.4095 -0.3898 -2.1181
H 0.3118 5.5564 2.3577
H 0.6399 1.2042 3.8198
H -4.5070 -8.2869 1.0607
H -4.8575 0.1478 3.7560
H -4.9384 -1.7636 -0.8900
H 1.2528 9.2766 1.6379
H -0.8701 9.7360 -2.1464
H -5.3641 -3.2413 1.0615
H 3.0441 -0.1909 2.3495
H -4.1784 -5.8214 1.0819
H 9.6961 -0.9654 -2.9056
H 2.6986 2.2551 2.6479
H 9.9821 2.8989 -4.9128
H -4.4346 1.6307 1.8239
H -0.3596 12.1742 -2.1351
H 0.9321 -1.9333 6.8467
H -1.8376 1.0619 3.9121
H -6.1094 -5.5305 -2.8228
H -0.1045 5.4654 -0.5195
H -2.0968 3.4343 -4.9970
H 0.1276 -13.3706 0.6425
H 7.6935 3.4783 -4.1258
H 1.2926 2.2478 -2.5116
H 0.8948 6.6590 0.7536

[2]
2 unconnected molecules or ions with the total composition C3H8N2O. Source: OMol25; level of theory: ωB97M-V with the def2-TZVPD basis set.

Relative energy (zero: lowest compared OMol25 entry of this formula, charge and spin) in kcal/mol: 72.0
Total charge: 0
HOMO level in eV: -9.86
SMILES: C/N=C\N.C=O
Frontier orbital gap in eV: 10.58
Spin multiplicity: 1
DFT total energy in eV: -8266.206

Cartesian coordinates (Å):
O 2.8447 -1.8545 2.1758
N -0.0369 0.0710 -2.1918
N -1.2196 0.9638 -0.1535
C -2.2219 -0.1364 -0.2231
C -0.2439 0.9758 -1.0723
C 2.4262 -0.8133 2.6420
H 2.4685 0.1088 2.0318
H -0.1422 0.6903 -3.0026
H -2.0040 -0.7828 0.6624
H -2.1424 -0.6875 -1.1855
H -3.1708 0.3872 -0.1079
H 2.0131 -0.7079 3.6709
H 0.4622 1.8300 -1.0932
H 0.9671 -0.0444 -2.1531

[3]
C4H4S3 in the gas phase. Source: OMol25; level of theory: ωB97M-V with the def2-TZVPD basis set.

Relative energy (zero: lowest compared OMol25 entry of this formula, charge and spin) in kcal/mol: 20.3
Total charge: 0
HOMO level in eV: -8.18
SMILES: S=CC1SC=CS1
Frontier orbital gap in eV: 7.73
Spin multiplicity: 1
DFT total energy in eV: -36716.910

Cartesian coordinates (Å):
S -0.6524 -1.3982 0.6463
S -1.7906 -0.3999 -2.2125
S 1.6566 0.5507 0.1563
C -0.5928 0.1020 1.5360
C 0.5002 -0.7383 -0.6330
C 0.4397 0.8886 1.3759
C -0.2767 -0.0629 -1.7922
H 0.2678 0.6562 -2.4051
H 0.6502 1.7495 2.0733
H 1.1391 -1.5276 -1.0357
H -1.3413 0.1797 2.2906